Record 1
Density functional theory data (the ωB97M-V functional and the def2-TZVPD basis) for a cluster of 2 separate species, C2H9N5 in total at a distorted geometry.

## Properties
HOMO level = -9.21 eV
SMILES = [H]/N=C/N.N=C(N)N
Net charge = 0
HOMO-LUMO gap = 0.3584 Ha

Last column: Mulliken charge in e.
Element x y z (Å)
H: -1.2432 -3.3745 2.6547  0.241
N: -1.5729 -3.2666 1.6967  -0.651
C: -1.0729 -2.1820 1.2420  0.105
N: -1.3199 -1.8708 -0.0830  -0.423
H: -0.5081 -1.4508 1.8158  0.311
H: -0.5898 -1.4964 -0.6493  0.225
H: -1.8383 -2.5976 -0.5528  0.268
N: 0.4521 3.1009 -0.0224  -0.689
C: 0.8180 2.0656 -0.6715  0.432
N: 2.1294 1.6615 -0.8567  -0.456
N: -0.1353 1.1213 -1.0974  -0.523
H: 1.0073 3.9114 -0.2815  0.246
H: 2.7460 1.8080 -0.0834  0.210
H: 2.2441 0.8443 -1.4345  0.223
H: -0.0639 0.2012 -0.7058  0.174
H: -1.0527 1.5245 -0.9709  0.308

---

Record 2
Density functional theory data (the ωB97M-V functional and the def2-TZVPD basis) for a structure of composition C2H7N5 at a distorted geometry.

## Properties
HOMO level = -9.14 eV
Net charge = 0
HOMO-LUMO gap = 0.3605 Ha

Last column: Mulliken charge in e.
Element x y z (Å)
C: 1.7526 -0.0080 0.6960  -0.011
C: -0.5664 0.3754 -0.0923  0.620
H: -0.3570 -1.7607 -0.6156  0.445
H: -0.3655 -1.9380 1.2305  0.250
H: 2.4074 -0.7170 1.2759  0.347
H: 1.3847 1.6136 -0.2233  0.365
H: -1.8758 0.6403 -1.6676  0.374
H: -2.2550 -0.8154 -0.6398  0.287
H: -0.5637 2.3801 0.3488  0.277
N: 0.2644 -1.7385 0.5804  -0.710
N: 0.1744 -0.2485 0.8020  -0.095
N: 2.2352 0.9109 -0.0009  -0.558
N: -1.4249 -0.2914 -1.2349  -0.815
N: -0.8105 1.5971 -0.4590  -0.776

---

Record 3
Density functional theory data (the ωB97M-V functional and the def2-TZVPD basis) for a structure of composition C28H27F12N3O2SiTi.

## Properties
HOMO level = -1.25 eV
Net charge = -2
HOMO-LUMO gap = 0.2165 Ha

Last column: Mulliken charge in e.
Element x y z (Å)
Ti: -1.3593 0.4619 -0.1741  -1.708
C: 0.9236 0.3472 -5.6289  -1.510
C: 0.9780 0.3517 -4.1228  1.000
C: 2.1692 0.1714 -3.4418  -1.361
C: 2.2294 0.1911 -2.0429  -0.285
C: 1.0534 0.4093 -1.3245  -0.327
N: 0.8117 0.4357 0.0466  1.668
C: 1.6037 0.9820 0.9882  0.254
C: 2.8721 1.5572 0.7126  -1.740
C: 3.6561 2.1223 1.6960  -1.177
C: 3.2400 2.1695 3.0199  0.473
C: 4.0963 2.7604 4.1094  -1.566
C: 1.9748 1.6640 3.2992  -0.312
C: 1.1402 1.1081 2.3388  -0.362
C: -0.2542 0.5817 2.7458  1.511
O: -1.1666 0.4189 1.7564  -0.565
C: -0.0440 -0.7813 3.4578  0.456
F: -1.2037 -1.3770 3.7871  -0.291
F: 0.6651 -0.6736 4.6144  -0.324
F: 0.6336 -1.6143 2.6729  -0.096
C: -0.9743 1.5699 3.7272  0.404
F: -0.4259 1.7179 4.9639  -0.278
F: -2.2418 1.2076 3.9489  -0.252
F: -1.0042 2.8040 3.1817  -0.266
C: -0.1927 0.5085 -1.9906  -0.321
C: -0.2008 0.5042 -3.3712  0.739
C: -3.1963 1.3001 -1.0904  1.708
O: -3.2365 0.6667 0.1357  -0.781
C: -3.8982 0.5406 -2.1800  0.258
F: -5.1517 0.1007 -1.8605  -0.369
F: -3.2433 -0.5731 -2.5732  -0.099
F: -4.0556 1.2940 -3.3065  -0.361
C: -3.7679 2.6921 -1.0215  0.266
F: -3.5133 3.3046 0.1617  -0.291
F: -3.3029 3.5426 -1.9806  -0.308
F: -5.1332 2.7645 -1.1452  -0.343
H: 1.9023 0.1197 -6.0576  0.351
H: 0.6036 1.3175 -6.0208  0.284
H: 0.2130 -0.3988 -5.9950  0.310
H: 3.0855 0.0053 -4.0038  0.177
H: 3.1760 0.0042 -1.5504  0.532
H: 3.2147 1.5678 -0.3095  0.572
H: 4.6213 2.5424 1.4230  0.291
H: 5.0774 3.0398 3.7193  0.364
H: 4.2549 2.0514 4.9270  0.313
H: 3.6447 3.6582 4.5427  0.290
H: 1.6383 1.7097 4.3252  0.542
H: -1.1456 0.5854 -3.9076  0.192
N: -0.3071 3.4587 -1.1734  -0.951
N: -0.7387 2.7015 -0.0228  -0.060
H: -0.9293 4.2511 -1.2785  0.309
H: -0.4665 2.8475 -1.9706  0.255
H: -1.5415 3.1461 0.4070  0.495
H: 0.0095 2.7416 0.6631  0.343
C: -0.8229 -2.6459 -2.5442  -1.409
Si: -1.3436 -2.1316 -0.7833  1.245
C: -3.0170 -3.0089 -0.5154  -1.615
C: -0.1237 -3.2021 0.2369  0.376
C: -0.5311 -4.0844 1.2413  -0.293
C: 0.3802 -4.8426 1.9664  -0.545
C: 1.7384 -4.7360 1.7039  -0.456
C: 2.1716 -3.8633 0.7127  -0.640
C: 1.2528 -3.1124 -0.0052  -0.015
H: -0.8144 -3.7386 -2.6217  0.453
H: 0.1743 -2.2694 -2.7832  0.234
H: -1.5089 -2.2411 -3.2910  0.244
H: -2.9405 -4.0892 -0.6830  0.348
H: -3.7597 -2.5991 -1.2024  0.343
H: -3.3917 -2.8368 0.4970  0.304
H: -1.5872 -4.1758 1.4713  0.249
H: 0.0304 -5.5108 2.7467  0.339
H: 2.4551 -5.3173 2.2740  0.325
H: 3.2322 -3.7576 0.5104  0.378
H: 1.6127 -2.4172 -0.7582  0.078

---

Record 4
Density functional theory data (the ωB97M-V functional and the def2-TZVPD basis) for a cluster of 3 separate species, C2H10NO3 in total at a distorted geometry.

## Properties
HOMO level = -3.88 eV
Net charge = -1
HOMO-LUMO gap = 0.3011 Ha

Last column: Mulliken charge in e.
Element x y z (Å)
C: 0.3644 -0.6907 -0.0233  -0.445
O: 0.5464 0.4854 0.6469  -0.925
C: -0.4631 -0.6028 -1.3270  -0.698
N: -0.1127 0.5940 -2.1068  -0.710
H: 0.0343 -1.5264 0.6341  0.358
H: 1.3276 -1.1242 -0.4313  0.218
H: -1.5358 -0.5438 -1.1165  0.354
H: -0.3064 -1.4851 -1.9522  0.367
H: 0.9028 0.6243 -2.1031  0.267
H: -0.3412 1.3826 -1.5100  0.301
H: 0.9165 -0.2190 2.2324  0.446
H: 1.8420 -1.3203 2.2722  0.288
O: 1.5343 -0.6503 2.8972  -0.707
H: -1.7510 2.4245 0.4004  0.286
H: -1.0527 1.0741 0.6607  0.331
O: -1.9054 1.5777 0.8262  -0.732

---

Record 5
Density functional theory data (the ωB97M-V functional and the def2-TZVPD basis) for a structure of composition C19H35BN6O3PRe at a distorted geometry.

## Properties
Spin multiplicity = 2
⟨S²⟩ = 0.7629
HOMO level (spin up / spin down) = -16.99 / -16.89 eV
Net charge = +3
HOMO-LUMO gap (spin up / spin down) = 0.2451 / 0.1942 Ha

Last column: Mulliken charge in e.
Element x y z (Å)
Re: -0.1321 -0.4396 0.3161  0.946
C: 3.5643 0.9577 2.2335  -2.000
C: 2.5094 0.3859 1.3614  1.126
N: 1.2896 0.1552 1.7267  0.280
C: 0.8476 0.3989 3.1139  -0.847
C: -0.3786 -0.4275 3.3421  -1.183
N: -1.2937 -0.2406 2.1861  -0.661
C: -2.5070 -1.0972 2.3074  -0.665
C: -2.9504 -1.5328 0.9333  -0.859
N: -2.5085 -0.5019 -0.0369  -0.411
C: -2.8178 -0.8480 -1.4382  -0.797
C: -1.7749 -1.7786 -1.9533  -0.892
N: -0.4792 -1.1631 -1.6665  0.044
C: 0.4989 -1.2311 -2.5079  1.184
C: 0.4360 -1.7893 -3.8909  -1.984
C: 1.7626 -0.7339 -1.9771  0.750
C: 2.9647 -0.6426 -2.6711  -0.983
C: 4.0975 -0.2243 -2.0030  -1.077
C: 4.0057 0.1165 -0.6569  -0.760
C: 2.7807 0.0357 -0.0313  0.684
N: 1.6793 -0.3986 -0.6809  0.509
H: 3.1562 1.4737 3.0973  0.558
H: 4.1842 1.6548 1.6705  0.548
H: 4.2221 0.1581 2.5940  0.380
H: 0.6446 1.4666 3.2245  0.397
H: 1.6140 0.1168 3.8335  0.737
H: -0.8512 -0.1433 4.2838  0.490
H: -0.1311 -1.4874 3.3920  0.447
H: -1.5729 0.7398 2.1899  0.453
H: -3.2755 -0.5282 2.8314  0.439
H: -2.2911 -1.9831 2.9022  0.416
H: -4.0317 -1.6843 0.9186  0.631
H: -2.4831 -2.4705 0.6500  0.417
H: -2.9538 0.3844 0.1879  0.325
H: -2.8150 0.0677 -2.0285  0.270
H: -3.8044 -1.3075 -1.5302  0.404
H: -1.9361 -1.9678 -3.0099  0.843
H: -1.8040 -2.7403 -1.4326  0.106
H: -0.3505 -2.5260 -4.0151  0.554
H: 1.3779 -2.2619 -4.1592  0.516
H: 0.2563 -0.9758 -4.6016  0.333
H: 3.0167 -0.8969 -3.7204  0.539
H: 5.0470 -0.1651 -2.5186  0.487
H: 4.8874 0.4236 -0.1110  0.553
C: -2.8262 2.8018 -1.0230  -0.978
O: -1.4209 2.5296 -1.2652  -0.310
P: -0.3905 1.9390 -0.2274  0.494
O: -0.6509 2.6654 1.1568  -0.167
C: -0.6618 4.1254 1.2953  -0.825
O: 0.9758 2.4682 -0.7966  -0.266
C: 1.2117 3.4343 -1.8702  -0.750
H: -3.0394 3.7806 -1.4425  0.349
H: -3.0485 2.8124 0.0450  0.441
H: -3.4320 2.0624 -1.5413  0.282
H: -1.0458 4.3380 2.2866  0.319
H: -1.3057 4.5770 0.5441  0.330
H: 0.3532 4.5020 1.1961  0.301
H: 2.0690 4.0286 -1.5719  0.293
H: 0.3461 4.0717 -2.0176  0.297
H: 1.4311 2.8863 -2.7820  0.303
B: -0.0572 -5.0724 0.9146  0.411
C: -0.0458 -3.5652 0.8555  -0.188
N: -0.0310 -2.3965 0.7530  -0.509
H: -0.2769 -5.4566 -0.2164  -0.046
H: 1.0254 -5.4294 1.3384  0.007
H: -0.8795 -5.4508 1.7141  -0.033

---

Energy relative to the best compared isomer or geometry (same formula, charge and spin) in eV, matching the order above: 0.8554; 5.9627; 0.7211; 0.3181; 0.1670